ORCA calculation (ωB97M-V/def2-TZVPD) on a single C4H5FOS molecule in a non-equilibrium geometry.

The geometry in XYZ format:
```
12
Properties=species:S:1:pos:R:3:forces:R:3:nbo_charge:R:1
C 1.8103 -0.3720 0.5883 1.973 0.048 -2.101 -0.731
S 0.7773 -1.1699 -0.6567 0.330 0.270 -0.741 0.239
C -0.6444 -0.1278 -0.4576 0.691 0.120 0.387 -0.400
C -0.4757 1.3339 -0.3257 -0.422 0.803 -0.020 0.389
O 0.5285 1.9791 -0.5589 -0.767 -0.788 0.187 -0.514
C -1.8116 -0.7593 -0.3691 -0.448 -0.544 -0.226 0.335
F -2.9201 -0.2880 0.2107 0.147 0.434 -0.647 -0.310
H 2.6787 -1.0402 0.7056 -0.301 0.306 -0.022 0.231
H 1.3075 -0.3131 1.4752 -1.347 0.025 2.446 0.206
H 2.1414 0.6451 0.3057 -0.155 -0.772 -0.092 0.248
H -1.4300 1.8478 -0.0705 0.282 -0.017 0.037 0.126
H -1.9620 -1.7355 -0.8470 0.017 0.114 0.794 0.182
```
Forces are in eV/Å.

Output
total charge: 0
max |F|: 0.0561 hartree/bohr
energy: -728.646810 a.u.
SMILES: CS/C(C=O)=C/F
HOMO: -8.71 eV


ORCA calculation (ωB97M-V/def2-TZVPD) on a molecular structure, C4H7NOS in a non-equilibrium geometry.

The geometry in XYZ format:
```
14
Properties=species:S:1:pos:R:3:forces:R:3:nbo_charge:R:1
C 0.1421 1.0356 0.8862 -0.471 0.612 -0.439 0.541
C -0.1080 -0.0285 -0.1874 -1.091 2.444 1.755 -0.295
C -0.7708 -0.7052 1.1146 0.349 -1.978 1.592 -0.183
C 1.0256 -0.4412 -1.0325 1.187 -3.523 -1.098 -0.641
N -0.4633 0.5428 1.8998 0.679 -0.624 -0.432 -0.498
O 0.6419 2.2992 0.7700 -1.090 -0.486 2.287 -0.660
S -2.5678 -0.9409 1.2108 -0.867 1.157 -0.992 -0.039
H -0.9796 0.3897 -0.7394 0.652 -0.553 -0.227 0.235
H -0.4589 -1.7315 1.5976 0.532 2.253 -1.181 0.229
H 1.9614 -0.8242 -0.5650 -0.650 0.882 0.526 0.224
H 1.3567 0.1312 -1.8968 -0.519 0.745 0.335 0.240
H 0.7235 -1.4036 -1.4901 -0.136 0.285 -0.224 0.221
H 0.3589 2.7095 1.6687 0.860 -0.637 -2.016 0.498
H -2.7534 -2.1560 1.6935 0.565 -0.577 0.113 0.127
```
Forces are in eV/Å.

Output
total charge: 0
max |F|: 0.0754 hartree/bohr
energy: -684.724004 a.u.
HOMO: -9.13 eV


ORCA calculation (ωB97M-V/def2-TZVPD) on 11 unconnected molecules or ions with the total composition C38H59N8O18S3 in a non-equilibrium geometry.

The geometry in XYZ format:
```
126
Properties=species:S:1:pos:R:3:forces:R:3:mulliken_charge:R:1
C 0.1327 -7.2179 1.0474 0.324 0.336 -0.319 -0.889
N -0.7506 -7.6356 2.1333 -1.113 0.828 1.243 0.064
C -0.3418 -8.6085 2.9628 -0.603 -0.163 0.654 -0.458
C -1.0171 -8.8657 4.1406 0.596 -0.089 -0.485 -0.637
C -2.0569 -8.0549 4.5697 0.418 -0.740 -0.273 1.038
C -2.5037 -7.0335 3.6933 0.299 -1.665 0.991 -0.650
C -1.8558 -6.8722 2.4921 0.301 -0.215 -0.090 -0.369
C -2.6568 -8.3729 5.8759 -1.312 1.121 1.150 0.735
C -2.8664 -9.6759 6.3695 -0.238 0.783 1.010 -0.711
C -3.5113 -9.8492 7.6170 1.419 1.007 -1.342 -0.227
N -3.9136 -8.7812 8.3436 0.193 -0.077 -0.227 0.033
C -3.7498 -7.4908 7.9000 0.508 -1.661 -0.020 -0.117
C -3.1131 -7.2894 6.7087 0.016 -0.389 -0.704 -0.759
C -4.4989 -9.0327 9.6739 -0.983 -0.033 -0.570 -0.858
H 0.4213 -8.0733 0.4365 -0.148 0.102 0.031 0.330
H 1.0130 -6.7945 1.5310 0.097 0.018 -0.222 0.391
H -0.3397 -6.4383 0.4498 -0.034 -0.242 0.008 0.324
H 0.5395 -9.2019 2.7688 0.072 0.249 -0.632 0.438
H -0.6366 -9.7018 4.7084 -0.071 0.104 0.267 0.348
H -3.4395 -6.6131 4.0305 0.091 0.913 -0.749 0.571
H -2.2138 -6.1243 1.8002 0.303 -0.060 -0.293 0.454
H -2.4687 -10.5359 5.8511 -0.270 -0.118 -0.028 0.451
H -3.5353 -10.8347 8.0582 -0.464 0.070 0.170 0.409
H -4.0522 -6.6961 8.5659 -0.100 -0.052 -0.052 0.383
H -2.9681 -6.2528 6.4424 0.168 -0.013 -0.317 0.501
H -5.4548 -9.5310 9.5126 0.001 -0.145 0.018 0.396
H -4.7636 -8.0615 10.0919 0.535 -0.300 0.495 0.257
H -3.8621 -9.7117 10.2410 0.076 0.574 0.218 0.336
C 0.9957 1.5603 -0.9964 0.477 0.421 1.016 -0.792
C 0.2067 0.6383 -1.9133 1.687 1.067 -1.520 0.624
O 0.0431 1.0633 -3.0860 -0.598 0.188 0.075 -0.651
O -0.0037 -0.5164 -1.5473 -0.758 -1.313 0.889 -0.681
H 1.0596 1.1339 0.0047 -0.326 0.097 0.229 0.233
H 0.6887 2.6052 -0.9519 -0.585 -0.106 -0.017 0.257
H 2.0429 1.6709 -1.2781 0.062 -0.441 -0.603 0.226
O 6.9486 -2.7684 -5.6034 0.429 0.139 -0.069 -0.633
C 6.8244 -1.7024 -5.0193 -1.915 -1.691 0.014 0.648
N 7.6812 -0.7029 -5.1277 1.485 1.010 -0.383 -0.367
C 5.6012 -1.4425 -4.1920 -0.366 0.280 0.952 -0.833
H 7.6476 0.1534 -4.5931 -0.084 -0.313 -0.228 0.206
H 8.4499 -0.8874 -5.7563 0.092 0.306 0.211 0.233
H 5.6482 -0.4427 -3.7604 -0.415 0.079 -0.091 0.272
H 5.4893 -2.1309 -3.3544 0.523 -0.179 0.019 0.232
H 4.6723 -1.6183 -4.7345 0.242 0.381 -0.405 0.243
O -3.4786 -3.2209 -8.4916 0.406 -0.216 -0.455 -0.624
C -3.2168 -2.6661 -7.4410 -2.617 0.484 -1.903 0.661
N -2.2292 -3.0113 -6.6526 1.971 -0.390 2.060 -0.373
C -4.1906 -1.6677 -6.8624 -0.157 0.401 1.001 -0.913
H -1.6902 -3.8512 -6.8078 -0.177 0.233 -0.280 0.224
H -2.1722 -2.5957 -5.7339 0.162 -0.074 -0.209 0.195
H -4.7621 -0.9659 -7.4697 0.583 -0.400 -0.737 0.309
H -3.7368 -1.0702 -6.0717 -0.051 -0.080 0.201 0.287
H -4.9480 -2.3207 -6.4286 -0.101 0.079 0.352 0.235
O 3.1581 4.6132 -7.9857 -0.595 -0.172 0.155 -0.660
C 2.2308 3.9269 -7.5527 1.131 -0.140 -3.589 0.547
N 1.9596 3.8561 -6.2891 -0.754 -0.264 2.346 -0.309
C 1.4089 3.0604 -8.5405 0.481 0.599 1.572 -0.841
H 1.3026 3.1592 -5.9685 0.277 0.326 0.497 0.216
H 2.6148 4.3654 -5.7134 -0.378 -0.275 0.463 0.223
H 2.1955 2.4869 -9.0308 -0.494 0.280 -0.771 0.251
H 0.8113 3.7924 -9.0838 0.324 -0.445 -0.708 0.246
H 0.7314 2.3619 -8.0492 -0.019 0.040 0.110 0.328
O -6.0815 -3.1660 -1.9328 -0.692 -0.685 -1.049 -0.682
C -6.5625 -2.4316 -1.0870 -2.878 -3.681 -1.910 0.627
N -5.8105 -1.7126 -0.4071 5.701 4.890 4.264 -0.307
C -7.9766 -2.3335 -0.6602 -2.041 -0.188 -0.665 -0.831
H -4.8324 -1.6939 -0.6582 0.017 -0.139 -0.164 0.232
H -5.9960 -1.1428 0.4060 -0.680 -0.150 -0.393 0.189
H -8.4407 -3.2544 -0.3072 0.498 -0.235 0.050 0.247
H -8.5600 -2.1058 -1.5523 -0.093 0.200 -0.050 0.243
H -8.1813 -1.5588 0.0787 0.214 0.015 -0.072 0.280
N -4.9451 2.7944 3.0156 0.961 1.524 0.702 -0.476
C -5.7069 3.5611 3.8281 1.100 -0.614 0.031 -0.173
C -5.2302 4.7166 4.4426 1.320 -0.168 0.486 -0.401
C -3.8906 5.0737 4.2666 0.189 -0.518 -0.829 -0.096
C -3.0332 4.2935 3.4568 -1.840 0.697 0.247 -0.518
C -3.6393 3.2052 2.8445 -1.487 -0.573 -0.474 -0.193
H -6.6787 3.1628 4.0799 -0.269 0.122 -0.256 0.363
H -5.7376 5.2670 5.2211 -0.693 0.008 -0.357 0.336
H -3.5213 5.9960 4.6902 0.054 -0.020 0.256 0.351
H -2.0460 4.6644 3.2238 0.142 -0.411 0.011 0.370
H -3.1628 2.6212 2.0709 0.527 -0.081 0.165 0.438
N 9.5290 2.0034 -0.2502 -1.201 0.808 1.224 -0.492
C 8.7729 2.8996 0.4431 2.097 -1.530 2.188 -0.264
C 9.0510 3.1283 1.8826 -1.912 0.543 -3.444 -0.279
C 9.9927 2.4028 2.4977 0.985 -0.774 0.353 -0.179
C 10.7593 1.4944 1.7644 0.440 -0.704 -1.058 -0.422
C 10.4940 1.3011 0.4076 -1.273 1.687 0.066 -0.152
H 7.9064 3.2968 -0.0646 0.187 0.425 -0.064 0.373
H 8.5426 3.8469 2.5083 -0.534 0.143 -0.452 0.332
H 10.0295 2.5816 3.5621 0.801 -0.356 0.150 0.351
H 11.6026 0.9352 2.1422 -0.149 -0.048 0.544 0.343
H 10.9737 0.6140 -0.2737 0.549 -0.201 0.481 0.389
C 1.7783 -2.2292 4.2599 2.283 0.925 -0.614 -0.138
C 3.3351 -2.4660 4.1629 0.254 -0.510 -0.093 -0.297
O 3.5354 -3.6862 4.8913 -0.425 -1.041 1.553 -0.359
S 2.4709 -3.8946 6.1124 0.303 1.007 -0.647 1.105
O 2.9147 -3.2844 7.3475 -0.647 -0.781 -1.920 -0.515
O 1.9948 -5.2556 6.1271 0.524 1.279 -0.184 -0.513
O 1.3530 -2.9556 5.3712 -0.383 -1.315 1.600 -0.326
H 1.3497 -2.5847 3.3229 -0.446 0.051 0.292 0.251
H 1.5867 -1.1768 4.4690 -0.215 -0.087 -0.387 0.274
H 4.0512 -1.7278 4.5239 -0.675 0.405 0.547 0.256
H 3.7360 -2.7084 3.1787 -0.657 0.061 -0.250 0.260
C -2.8975 7.0612 -3.7781 -0.394 -1.429 0.957 -0.333
C -3.9060 5.8722 -3.9931 0.855 1.495 0.881 -0.345
O -5.0040 6.5646 -4.5437 -0.560 0.401 -1.162 -0.315
S -4.4828 7.6997 -5.6169 -1.292 -0.519 -1.337 1.082
O -5.5261 8.7099 -5.7300 2.324 -1.293 1.164 -0.528
O -4.1072 7.0640 -6.8668 0.182 0.683 2.025 -0.531
O -3.1323 8.1014 -4.7300 -1.316 -0.755 -1.595 -0.269
H -1.9603 6.5050 -3.7963 0.705 1.209 -0.393 0.311
H -3.0792 7.5800 -2.8368 0.204 -0.547 0.235 0.304
H -4.1303 5.4492 -3.0139 -0.538 0.308 -0.005 0.321
H -3.5073 5.0256 -4.5521 -0.142 0.426 -0.772 0.300
C 3.3759 12.5763 -2.1928 -0.862 -1.523 0.714 -0.277
C 1.8439 12.3638 -1.9048 0.692 1.322 0.062 -0.242
O 1.5679 10.9796 -1.6631 1.286 -1.251 0.291 -0.305
S 2.9952 10.1223 -1.4281 2.220 0.941 -0.061 1.082
O 3.0356 8.7768 -2.0433 -0.813 3.892 1.498 -0.488
O 3.5480 10.3336 -0.0762 -1.972 -0.784 -2.488 -0.529
O 3.8522 11.2050 -2.3633 -0.379 -0.479 -0.028 -0.360
H 3.8816 13.0535 -1.3534 0.008 -0.291 0.116 0.261
H 3.5540 13.1976 -3.0705 0.046 -0.640 -0.233 0.307
H 1.2558 12.7616 -2.7318 -0.134 -0.754 -0.187 0.286
H 1.5759 12.9910 -1.0546 -0.100 -0.442 0.320 0.264
```
Forces are in eV/Å.

Output
total charge: +1
max |F|: 0.1680 hartree/bohr
energy: -4469.754742 a.u.
HOMO: -7.92 eV